1.
# C5H9NO3

A 2-piece molecular cluster, C5H9NO3 overall (wB97M-V/def2-TZVPD, the Open Molecules 2025 dataset).

Kohn-Sham gap = 0.4377 Ha
SMILES = COC(=O)OC.CC#N
highest occupied orbital energy = -11.28 eV

ORCA input file:
```
! RIJCOSX wB97M-V def2-TZVPD def2/J DEFGRID3
* xyz 0 1
C 2.665 2.440 -0.310
O 1.422 2.344 -0.999
C 0.567 1.414 -0.594
O 0.774 0.632 0.302
O -0.496 1.476 -1.393
C -1.576 0.593 -1.123
H 3.070 1.438 -0.168
H 2.575 2.971 0.636
H 3.328 3.008 -0.960
H -2.476 1.139 -0.844
H -1.332 -0.106 -0.332
H -1.784 0.050 -2.045
C -0.786 -2.571 1.345
C -1.827 -3.560 1.189
N -2.645 -4.358 1.072
H 0.102 -2.799 0.758
H -0.472 -2.541 2.390
H -1.110 -1.570 1.077
*
```



2.
# C5H9NO3

One molecule with the formula C5H9NO3 (wB97M-V/def2-TZVPD, the Open Molecules 2025 dataset).

Kohn-Sham gap = 0.3144 Ha
highest occupied orbital energy = -8.51 eV

ORCA input file:
```
! RIJCOSX wB97M-V def2-TZVPD def2/J DEFGRID3
* xyz 0 1
C -1.111 -0.080 0.153
C -0.848 1.421 0.036
C -1.009 -0.592 1.587
C -0.410 -1.311 -0.892
N -0.655 -1.725 -1.962
H -2.123 -0.256 -0.213
H -1.239 -1.656 1.650
H -1.626 1.960 0.585
H -0.876 1.757 -1.001
H 0.088 1.717 0.512
H -0.014 -0.422 2.000
H -1.724 -0.071 2.230
C 1.701 -0.290 -0.516
O 2.626 0.187 0.286
O 1.760 0.199 -1.746
O 1.170 -1.417 -0.210
H 1.094 -0.240 -2.317
H 3.195 0.820 -0.182
*
```



Result of the stability comparison: 1 is the most stable of them.



1.
# C9H13NO

A 2-piece molecular cluster, C9H13NO overall (wB97M-V/def2-TZVPD, the Open Molecules 2025 dataset).

Kohn-Sham gap = 0.3669 Ha
SMILES = CNC(C)=O.c1ccccc1
highest occupied orbital energy = -9.23 eV

ORCA input file:
```
! RIJCOSX wB97M-V def2-TZVPD def2/J DEFGRID3
* xyz 0 1
C -1.357 -1.922 0.066
N -1.490 -0.541 -0.126
C -2.600 0.252 0.006
C -2.232 1.727 -0.142
O -3.703 -0.320 0.216
H -2.373 -2.278 0.173
H -0.947 -2.387 -0.821
H -0.649 -2.143 0.994
H -0.789 0.076 -0.499
H -1.139 1.969 -0.289
H -2.545 2.189 0.870
H -2.926 2.117 -0.843
C 2.069 -1.096 0.683
C 1.959 0.164 1.434
C 1.771 1.336 0.826
C 1.826 1.183 -0.632
C 1.942 0.103 -1.382
C 2.125 -1.086 -0.725
H 2.112 -2.006 1.383
H 2.014 0.216 2.437
H 1.645 2.252 1.332
H 1.324 1.994 -1.201
H 1.835 0.206 -2.492
H 2.127 -2.006 -1.269
*
```



2.
# C9H13NO

One molecule with the formula C9H13NO (wB97M-V/def2-TZVPD, the Open Molecules 2025 dataset).

Kohn-Sham gap (alpha / beta) = 0.2218 / 0.2240 Ha
highest occupied orbital energy (alpha / beta) = -6.57 / -6.55 eV

ORCA input file:
```
! RIJCOSX wB97M-V def2-TZVPD def2/J DEFGRID3
* xyz 0 1
C -1.879 -1.577 0.412
C -0.642 -1.384 -0.174
C -2.419 -0.831 1.418
C 0.133 -0.302 -0.170
C -3.316 -1.294 2.333
C 0.758 1.496 -1.745
C 2.164 -0.399 -1.327
C 1.919 1.376 0.522
C 1.202 0.573 -0.584
N -2.044 0.457 1.671
O -1.287 1.146 1.047
H -2.376 -2.415 -0.190
H -0.372 -2.155 -0.877
H -3.591 -0.756 3.316
H -3.882 -2.191 2.291
H 0.192 1.035 -2.640
H 0.041 2.294 -1.296
H 1.774 1.970 -1.985
H 2.912 -0.823 -0.572
H 2.921 0.127 -2.012
H 1.607 -1.188 -1.788
H 2.771 2.028 0.064
H 2.308 0.748 1.237
H 1.106 2.067 1.048
*
```



3.
# C9H13NO

C9H13NO as an isolated structure (wB97M-V/def2-TZVPD, the Open Molecules 2025 dataset).

Kohn-Sham gap = 0.3284 Ha
highest occupied orbital energy = -8.22 eV

ORCA input file:
```
! RIJCOSX wB97M-V def2-TZVPD def2/J DEFGRID3
* xyz 0 1
C 0.696 2.623 0.120
C -0.930 0.797 -0.073
C -2.348 0.427 -0.137
C -2.780 -0.773 -0.212
C -2.021 -1.795 -0.004
C -0.817 -1.584 0.277
C -0.188 -0.349 0.378
C 1.405 -0.370 0.710
C 2.225 -0.800 -0.505
H 1.387 2.589 -0.495
H 0.407 3.620 -0.292
H 0.885 2.554 1.412
H -2.923 1.623 -0.543
H -3.562 -0.853 -0.495
H -2.422 -2.829 -0.026
H -0.036 -2.396 0.271
H 1.404 -0.999 1.304
H 1.652 0.393 1.191
H 2.032 -0.048 -1.436
H 1.953 -1.472 -1.029
H 3.787 -1.734 0.294
H 4.168 0.092 0.122
N 3.578 -0.856 -0.357
O -0.654 2.049 -0.138
*
```



Result of the stability comparison: 1 is the most stable of them.



1.
# C9H13NO

A 2-piece molecular cluster, C9H13NO overall (wB97M-V/def2-TZVPD, the Open Molecules 2025 dataset).

Kohn-Sham gap = 0.3726 Ha
SMILES = Cc1ccccc1.CC(N)=O
highest occupied orbital energy = -9.37 eV

ORCA input file:
```
! RIJCOSX wB97M-V def2-TZVPD def2/J DEFGRID3
* xyz 0 1
C -3.192 -0.025 -0.683
C -1.886 -0.694 -0.351
C -1.714 -1.066 0.998
C -0.497 -1.571 1.407
C 0.431 -1.929 0.424
C 0.172 -1.724 -0.909
C -0.980 -1.041 -1.335
H -3.820 0.053 0.207
H -3.900 -0.378 -1.431
H -2.963 1.012 -0.968
H -2.487 -0.851 1.722
H -0.316 -1.816 2.446
H 1.321 -2.453 0.755
H 0.961 -1.872 -1.641
H -1.176 -0.832 -2.375
C 2.580 2.133 -0.754
C 2.405 1.974 0.724
N 1.674 0.861 1.092
O 2.722 2.806 1.544
H 1.796 1.589 -1.280
H 3.549 1.844 -1.156
H 2.418 3.186 -0.984
H 1.290 0.772 2.022
H 1.612 0.025 0.525
*
```



2.
# C9H13NO

A 2-piece molecular cluster, C9H13NO overall (wB97M-V/def2-TZVPD, the Open Molecules 2025 dataset).

Kohn-Sham gap (alpha / beta) = 0.3349 / 0.3349 Ha
highest occupied orbital energy (alpha / beta) = -8.32 / -8.32 eV

ORCA input file:
```
! RIJCOSX wB97M-V def2-TZVPD def2/J DEFGRID3
* xyz 0 1
C -3.259 -0.746 -1.189
C -3.958 -1.205 0.766
C -2.598 0.051 -0.253
C 0.306 -0.190 -0.477
C -1.497 1.032 -0.335
C 1.627 -0.306 -0.200
C -1.183 2.005 0.727
C 2.347 -1.585 -0.603
C 2.469 0.517 0.692
N -3.072 -0.285 0.988
O -4.193 -1.406 -0.548
H -3.336 -0.736 -2.324
H -4.589 -1.584 1.507
H -0.108 -1.070 -1.090
H -1.351 1.481 -1.298
H -2.049 2.345 1.309
H -0.911 2.837 0.172
H -0.421 1.692 1.407
H 3.423 -1.466 -0.344
H 2.290 -1.750 -1.624
H 1.953 -2.536 -0.203
H 3.419 0.390 0.493
H 2.186 0.110 1.722
H 2.250 1.584 0.760
*
```



Result of the stability comparison: 1 is the most stable of them.